(1)
Below is 7 unconnected molecules or ions with the total composition C14H42O7 at a distorted geometry, with properties calculated with wB97M-V/def2-TZVPD.

```
63
Properties=species:S:1:pos:R:3:forces:R:3:mulliken_charge:R:1
C 1.87323 -0.05696 -3.28115 -0.26 -0.22 -1.34 -0.305
C 1.56336 0.48742 -4.69574 -0.34 -0.83 -0.16 -0.168
O 2.49860 -0.00412 -5.67366 0.14 0.63 0.93 -0.532
H 1.88396 -1.12791 -3.48378 0.38 -0.15 0.59 0.403
H 1.05375 0.12970 -2.58710 -0.10 0.18 -0.08 -0.110
H 2.79978 0.28608 -2.82077 0.00 -0.06 -0.32 0.147
H 1.41779 1.56734 -4.72166 0.50 0.31 -0.15 0.075
H 0.60779 0.07215 -5.01596 -0.37 0.06 0.39 0.177
H 2.03068 -0.13866 -6.50103 0.01 0.04 -0.02 0.321
C -1.26644 -2.00652 -3.31425 -0.33 0.64 0.42 -0.943
C -2.42369 -1.25417 -2.57907 0.85 -1.43 -0.32 -0.010
O -2.80028 -2.04636 -1.44198 0.14 0.53 -0.45 -0.531
H -0.88823 -1.38097 -4.12280 -0.04 0.01 -0.09 0.093
H -1.52676 -2.97664 -3.73758 -0.52 0.17 0.07 0.434
H -0.42547 -2.21854 -2.65401 -0.06 0.22 0.26 0.250
H -3.25823 -1.10652 -3.26453 -0.17 -0.14 -0.04 0.419
H -2.11549 -0.26241 -2.24812 0.34 0.18 0.02 -0.002
H -3.46058 -1.53395 -0.96970 -0.21 -0.16 0.19 0.291
C -0.26781 -1.15319 4.66275 0.75 -1.45 -0.36 -0.893
C 0.02127 -2.50217 3.86043 -0.75 1.40 0.89 -0.112
O 0.48569 -3.43072 4.81404 0.05 -0.17 0.28 -0.535
H -0.53272 -0.27620 4.07215 0.09 -0.22 -0.27 0.170
H 0.63854 -0.95043 5.23328 0.09 0.21 -0.10 0.373
H -1.04635 -1.31046 5.40923 -0.14 -0.18 -0.21 0.247
H 0.77412 -2.40936 3.07767 0.05 0.48 -0.17 0.187
H -0.90104 -2.86804 3.40921 -0.17 0.06 -0.17 0.256
H 0.47118 -4.30068 4.40838 0.05 -0.12 0.09 0.300
C -1.38140 0.46308 0.96209 0.87 0.22 -0.55 -1.344
C -0.08751 0.03737 0.26430 -0.19 -0.17 0.50 0.364
O 0.68288 1.16712 -0.20201 -1.41 0.78 -0.22 -0.582
H -1.12755 1.05568 1.84101 -0.26 -0.16 0.14 0.381
H -1.96793 -0.42339 1.20344 0.10 0.10 0.22 0.298
H -1.97986 1.08272 0.29427 -0.13 0.07 -0.10 0.378
H -0.31782 -0.65079 -0.54903 0.09 0.09 -0.24 0.075
H 0.55536 -0.48630 0.97184 -0.11 -0.17 0.08 0.134
H 1.60838 0.91496 -0.24031 0.74 0.03 -0.11 0.266
C 4.33052 -0.73142 0.77476 -0.59 0.52 0.09 -1.204
C 4.54987 0.22439 -0.36766 0.99 -1.52 0.50 -0.203
O 3.39169 1.01085 -0.53786 0.31 1.08 -0.17 -0.471
H 5.28302 -1.17503 1.06472 -0.39 -0.62 -0.17 0.403
H 3.49598 -1.37450 0.49531 0.47 -0.75 0.14 0.260
H 3.95588 -0.18939 1.64306 0.19 0.25 0.09 0.298
H 4.75988 -0.32257 -1.28681 -0.05 -0.10 -0.14 0.282
H 5.46351 0.77204 -0.13651 -0.25 0.73 -0.13 0.364
H 3.77658 1.84768 -0.80837 -0.60 0.43 -0.10 0.201
C -3.73179 -0.53987 3.63558 0.90 0.10 0.03 -0.792
C -4.62936 -0.28165 4.82028 -1.02 0.35 -1.51 -0.425
O -3.96799 -0.55126 5.99772 0.79 -0.19 1.10 -0.495
H -4.18291 -0.30952 2.67042 -0.30 -0.12 0.11 0.396
H -3.33085 -1.55343 3.62910 -0.27 -0.18 -0.02 0.259
H -2.85152 0.09640 3.72716 0.05 0.16 0.00 0.150
H -5.53781 -0.87556 4.71985 -0.19 -0.24 0.09 0.276
H -4.95424 0.75754 4.76896 -0.03 0.25 0.07 0.339
H -4.31594 0.01948 6.68675 0.03 -0.13 0.11 0.313
C 1.32151 3.83650 -3.02334 1.67 0.89 -0.49 -0.944
C -0.01667 3.61887 -2.35009 -2.17 -0.94 0.52 0.226
O 0.12486 3.74519 -0.97971 0.05 1.99 -1.03 -0.079
H 2.16187 3.19244 -2.76432 -0.62 -0.59 0.22 0.226
H 1.68746 4.83740 -2.79449 -0.31 0.16 -0.31 0.411
H 1.07338 3.71145 -4.07733 0.15 0.15 -0.07 0.331
H -0.47026 2.64807 -2.54987 0.53 -0.38 -0.16 0.044
H -0.74839 4.35271 -2.68798 0.38 0.71 0.02 0.363
H 0.17054 2.84506 -0.64914 0.58 -2.78 1.60 0.499
```
Forces are in eV/Å.

HOMO level (spin up / spin down): -11.926 / -11.926 eV
2S+1: 2
total charge: +1
calculated total energy: -29519.6856 eV


(2)
Below is 2 unconnected molecules or ions with the total composition CHFOS2 at a distorted geometry, with properties calculated with wB97M-V/def2-TZVPD.

```
6
Properties=species:S:1:pos:R:3:forces:R:3:mulliken_charge:R:1
C 1.43755 0.07774 -1.06096 0.81 -0.81 2.86 0.411
O 1.67829 -0.33926 0.02739 0.10 1.25 -1.30 -0.283
F 1.09775 -0.70342 -2.02344 -0.53 -0.45 -1.72 -0.121
S -0.90242 1.66699 0.95941 0.03 0.17 -0.02 -0.124
S -1.04293 -0.28861 0.86990 1.46 0.13 -0.37 -0.060
H -2.26823 -0.41344 1.22770 -1.87 -0.29 0.55 0.176
```
Forces are in eV/Å.

HOMO level (spin up / spin down): -9.036 / -9.338 eV
calculated total energy: -27485.6743 eV


(3)
Below is a molecular structure, C23H13Cl2N4O5RhSSe2Te2 at a distorted geometry, with properties calculated with wB97M-V/def2-TZVPD.

```
53
Properties=species:S:1:pos:R:3:forces:R:3:mulliken_charge:R:1
Rh -1.75367 0.14485 2.29578 -0.77 0.64 -0.28 0.522
Se -2.68209 1.71514 3.87858 0.20 -0.57 0.32 -0.244
Te -5.16363 1.56571 3.57106 -0.30 -0.03 0.01 -0.183
Te -5.29071 -1.10965 2.90592 -0.07 0.04 -0.07 -0.162
Se -2.95354 -1.69906 3.44919 0.65 0.77 -0.26 -0.317
Cl -4.63146 1.10295 -4.83855 0.04 -0.02 0.10 -0.277
C -4.17559 0.93676 -3.15288 -0.08 0.09 -0.19 0.261
C -4.21762 2.05782 -2.32452 0.03 0.02 0.02 -0.703
C -3.89036 1.93285 -1.00021 -0.09 -0.11 -0.11 0.835
Cl -3.95110 3.34562 0.00456 0.06 -0.02 0.07 -0.195
C -3.52437 0.68252 -0.38296 -0.14 -0.11 -0.19 -1.080
O -3.34918 0.64145 0.86964 0.48 -0.16 0.18 -0.423
C -3.44341 -0.42694 -1.30055 0.07 0.23 0.19 1.608
C -3.00677 -1.77662 -0.93726 -0.22 -0.04 -0.26 -0.459
O -2.65915 -2.20156 0.13646 0.10 -0.03 0.28 -0.404
C -3.78397 -0.27101 -2.65143 0.03 -0.12 0.00 -1.098
H -4.50411 3.02197 -2.72344 0.01 -0.02 0.02 0.416
H -3.01258 -2.47233 -1.81154 -0.02 0.09 0.01 0.146
H -3.73657 -1.13842 -3.30187 0.02 0.05 0.01 0.294
N 4.21374 -0.10275 6.70381 -0.07 0.01 -0.07 -0.590
C 3.29427 -0.05714 6.01087 -0.09 0.04 -0.06 0.022
C 2.13326 -0.01172 5.15835 0.00 -0.09 0.14 0.570
C 0.90469 -0.48568 5.62626 0.02 0.02 -0.05 -0.922
C -0.20901 -0.46268 4.80406 0.25 0.02 0.07 0.123
C -0.14840 0.01094 3.48292 -0.36 -0.05 0.19 0.347
C 1.09285 0.50019 3.04870 0.02 -0.04 0.00 0.031
C 2.21473 0.49251 3.86446 0.07 0.04 -0.05 -0.845
H 0.83067 -0.86026 6.63984 -0.01 -0.01 0.00 0.405
H -1.15247 -0.81133 5.19988 -0.03 0.02 0.02 0.385
H 1.20301 0.90410 2.04917 0.01 0.01 0.00 0.362
H 3.15978 0.87806 3.50101 -0.02 -0.01 -0.02 0.426
O 3.09914 2.63545 -4.79758 0.04 -0.04 -0.01 -0.672
S 4.09487 1.64917 -5.16259 -0.04 -0.04 0.09 1.199
O 3.86788 0.98940 -6.43732 0.02 0.02 0.00 -0.696
O 5.47005 2.04487 -4.91098 -0.03 -0.01 -0.03 -0.696
C 3.85190 0.27644 -3.97649 -0.02 -0.04 0.07 0.055
N 4.72253 -0.74297 -4.08357 -0.33 0.36 0.07 -0.521
C 4.54501 -1.73303 -3.22997 0.05 -0.04 -0.01 -0.366
C 3.53236 -1.74370 -2.28429 0.06 -0.48 0.25 -0.556
C 2.68374 -0.65739 -2.25684 -0.06 0.05 0.02 0.188
N 2.84948 0.35281 -3.09978 0.29 0.24 -0.47 -0.298
C 1.55449 -0.53953 -1.29100 0.00 0.04 -0.02 1.250
C 0.77946 0.60978 -1.25534 -0.05 0.26 -0.13 -0.277
C -0.24318 0.71533 -0.32639 -0.03 0.23 -0.13 -1.110
N -0.52039 -0.24077 0.55817 0.26 -0.81 0.08 0.832
C 0.19561 -1.36538 0.50109 0.17 -0.15 -0.11 -1.014
C 1.22739 -1.54891 -0.39831 -0.04 -0.27 0.18 -0.779
H 5.24837 -2.55781 -3.30392 -0.04 -0.04 0.05 0.400
H 3.42158 -2.57403 -1.59905 0.07 0.03 -0.07 0.347
H 0.99230 1.40743 -1.95727 -0.06 -0.01 0.07 0.719
H -0.86644 1.60138 -0.28086 0.02 0.04 0.00 0.489
H -0.08165 -2.13932 1.20093 0.00 -0.02 0.05 0.395
H 1.76826 -2.48553 -0.38396 -0.05 0.02 0.04 0.260
```
Forces are in eV/Å.

HOMO level: -2.589 eV
total charge: -2
calculated total energy: -224431.2347 eV


(4)
Below is a molecular structure, C20H24N2O3PdS, with properties calculated with wB97M-V/def2-TZVPD.

```
51
Properties=species:S:1:pos:R:3:forces:R:3:mulliken_charge:R:1
Pd 0.81384 -0.67818 -0.35696 0.52 0.09 0.15 0.818
O 2.81053 -1.71755 -0.35666 -0.25 -0.08 0.11 -0.547
C 3.56144 -1.87676 0.63702 -0.08 0.15 0.03 0.879
C 4.60003 -2.87521 0.53861 0.09 -0.04 0.01 -0.309
C 5.46921 -3.13113 1.57913 0.05 -0.04 0.01 -0.562
C 5.37593 -2.39844 2.75062 0.00 0.01 0.00 -0.520
C 4.39195 -1.38289 2.88251 -0.01 -0.04 -0.13 -0.535
C 3.48297 -1.11093 1.88133 0.01 -0.07 -0.04 0.335
C 2.57349 -0.02940 2.12321 -0.08 -0.02 0.02 -0.163
N 1.58890 0.31713 1.33183 0.00 0.44 0.22 -0.026
N 0.97672 1.44630 1.68202 0.01 -0.12 -0.15 -0.413
C 0.11203 1.91209 0.66597 0.19 -0.19 0.07 0.865
O -0.03123 1.28296 -0.40460 -0.13 0.12 -0.01 -0.896
C -0.53394 3.17143 0.93852 -0.04 -0.02 -0.03 0.438
C -0.41504 3.78300 2.19773 0.01 0.03 0.03 -0.114
C -1.06976 4.97430 2.43962 -0.01 -0.01 -0.02 -0.766
C -1.82458 5.56315 1.43286 -0.02 0.02 0.00 -0.339
C -1.93516 4.96922 0.17387 0.02 -0.02 0.01 -0.864
C -1.29968 3.77461 -0.07467 0.02 0.00 0.00 -0.298
H 4.65333 -3.41712 -0.39645 0.01 -0.01 0.00 0.482
H 6.22652 -3.89626 1.47604 0.00 0.00 -0.01 0.432
H 6.05517 -2.57303 3.57330 0.02 -0.04 -0.01 0.452
H 4.37353 -0.81011 3.80160 -0.06 0.04 -0.01 0.414
H 2.71751 0.58162 3.01133 0.02 0.00 0.01 0.436
H 0.18098 3.32161 2.97018 0.00 -0.01 0.01 0.449
H -0.99193 5.44967 3.40680 0.00 0.00 0.01 0.430
H -2.33322 6.49869 1.62533 0.01 0.01 0.00 0.422
H -2.51312 5.45271 -0.60111 -0.01 -0.01 0.00 0.436
H -1.36836 3.29877 -1.04339 0.02 0.02 0.02 0.531
C -3.15257 1.49848 -2.23984 -0.01 0.02 -0.02 -1.229
C -3.55494 0.80515 -0.94544 -0.02 -0.01 0.03 -0.206
C -3.43470 -0.71061 -1.01507 0.02 -0.06 0.15 -1.013
S -1.73076 -1.25279 -1.22307 -0.50 -0.15 -0.13 0.772
O -1.14331 -1.23103 0.21402 0.21 -0.02 -0.26 -0.681
C -1.93966 -2.99434 -1.60580 -0.04 -0.02 0.03 -0.743
C -0.58751 -3.61731 -1.94108 0.04 0.01 0.10 -0.246
C -0.10316 -3.27099 -3.34276 0.02 0.03 0.01 -1.189
H -3.39926 2.55844 -2.20004 0.01 0.00 0.00 0.364
H -3.68343 1.07784 -3.09506 -0.02 0.00 0.00 0.409
H -2.08094 1.41096 -2.43266 -0.01 -0.01 0.00 0.274
H -4.60040 1.01577 -0.71154 0.01 0.01 -0.02 0.416
H -2.97697 1.17842 -0.09583 0.03 0.01 -0.02 0.144
H -3.99602 -1.13182 -1.85166 0.05 0.03 -0.05 0.537
H -3.75311 -1.20068 -0.09120 -0.03 -0.01 -0.03 0.466
H -2.62772 -3.03404 -2.45328 0.03 -0.03 -0.03 0.495
H -2.42106 -3.44770 -0.73754 0.01 0.04 0.03 0.434
H -0.67526 -4.69662 -1.81148 -0.03 -0.01 -0.07 0.376
H 0.14999 -3.31075 -1.18347 -0.04 -0.02 -0.01 0.111
H -0.79301 -3.64938 -4.09681 -0.01 -0.01 0.00 0.360
H 0.87475 -3.70673 -3.53894 0.00 -0.01 0.00 0.368
H -0.01902 -2.19052 -3.48707 0.00 0.00 -0.02 0.314
```
Forces are in eV/Å.

HOMO level (spin up / spin down): -14.795 / -14.953 eV
2S+1: 5
total charge: +2
calculated total energy: -44547.8117 eV


(5)
Below is a molecular structure, C16H20N4O3RuS2, with properties calculated with wB97M-V/def2-TZVPD.

```
46
Properties=species:S:1:pos:R:3:forces:R:3:mulliken_charge:R:1
Ru -0.77293 0.44620 -0.62786 0.17 0.19 0.53 0.599
S 1.46452 0.36696 -1.02945 0.07 0.01 -0.21 -0.280
C 1.22302 2.10914 -1.25782 0.11 0.07 -0.09 0.856
C 2.09074 3.11756 -1.62302 -0.13 -0.22 0.07 -0.733
C 1.54598 4.39180 -1.74229 -0.02 0.01 0.00 -0.119
C 0.19510 4.61265 -1.49870 -0.09 -0.06 0.03 -0.851
C -0.61189 3.54805 -1.13846 0.00 0.12 0.03 -0.203
N -0.07674 2.33032 -1.02695 0.06 0.10 -0.11 0.040
H 3.13314 2.91585 -1.82114 0.02 -0.02 0.00 0.481
H 2.17956 5.21849 -2.03229 0.03 0.02 -0.01 0.442
H -0.22997 5.60080 -1.59124 -0.03 0.01 0.00 0.440
H -1.66760 3.63536 -0.92271 0.02 0.05 -0.02 0.551
C -4.63856 1.34919 -1.56289 -0.02 0.04 0.01 -1.116
C -3.20666 1.01891 -1.35766 0.04 -0.02 -0.13 1.279
O -2.51563 0.36360 -2.17728 -0.12 -0.07 -0.23 -0.823
O -2.59849 1.40727 -0.29114 -0.09 -0.11 0.07 -0.605
H -4.75258 2.43334 -1.58908 -0.01 0.02 0.00 0.323
H -5.21506 0.99107 -0.70995 -0.01 -0.01 0.00 0.341
H -5.00951 0.91768 -2.48724 0.02 -0.01 0.01 0.361
C -1.13101 -3.87209 -0.61964 -0.04 -0.02 -0.05 -1.072
C -1.49459 -2.53612 -1.16661 -0.02 -0.13 -0.16 0.712
N -2.22926 -2.42795 -2.24440 0.07 0.02 0.08 -0.230
O -1.04060 -1.51502 -0.55264 -0.01 -0.09 0.06 -0.493
H -1.80789 -4.65317 -0.95635 -0.01 -0.01 -0.01 0.441
H -1.11842 -3.82026 0.46622 -0.01 0.00 0.00 0.226
H -0.11987 -4.11092 -0.95606 0.02 0.01 0.02 0.309
H -2.57262 -3.25639 -2.70608 -0.01 0.02 0.00 0.206
H -2.46976 -1.50823 -2.60907 -0.02 -0.03 0.02 0.295
N 0.99993 2.35174 2.55873 0.06 -0.01 0.16 -0.337
C 0.87895 1.04559 2.30712 0.06 -0.22 -0.13 0.533
S -0.70232 0.46799 1.89187 -0.10 0.24 0.01 -0.290
N 1.95241 0.27395 2.37999 0.02 0.27 0.08 -0.195
C 2.07385 -1.12730 2.12407 0.04 -0.18 -0.12 0.392
C 1.14234 -2.04407 2.59046 0.19 -0.05 0.00 -0.273
C 1.35311 -3.39140 2.33421 0.01 0.00 -0.01 -0.831
C 2.47646 -3.81608 1.63758 0.00 0.03 -0.01 -0.612
C 3.41335 -2.88922 1.19850 -0.06 -0.02 0.02 -0.667
C 3.21538 -1.53986 1.44158 -0.21 -0.04 0.04 -0.361
H 0.14919 2.88369 2.65841 0.03 0.01 -0.04 0.298
H 1.82855 2.72630 3.00017 -0.01 0.01 -0.02 0.219
H 2.83826 0.73010 2.56445 -0.06 0.04 0.08 0.292
H 0.29475 -1.73043 3.17915 -0.02 0.03 0.02 0.611
H 0.64756 -4.11550 2.71773 -0.01 -0.04 0.01 0.526
H 2.63732 -4.87096 1.46249 0.01 -0.01 0.00 0.462
H 4.30278 -3.21460 0.67810 0.02 -0.02 -0.01 0.431
H 3.94570 -0.81399 1.10719 0.02 0.05 0.00 0.425
```
Forces are in eV/Å.

HOMO level (spin up / spin down): -14.380 / -14.465 eV
2S+1: 5
total charge: +2
calculated total energy: -53258.4537 eV